1.
DFT (the ωB97M-V functional and the def2-TZVPD basis) results for a structure of composition C3H5AlLiO3 in a non-equilibrium geometry.

Last column: Mulliken charge in e.
Positions of all 13 atoms, in Å:
O -0.551 1.143 -0.673  -0.25
C -1.467 0.395 0.000  0.37
C 0.732 0.598 -0.994  -0.33
O -2.240 -0.624 -0.119  -0.37
O -0.006 -0.504 0.742  -0.53
C 1.182 0.138 0.392  -0.22
H 1.363 1.399 -1.395  0.38
H 0.625 -0.249 -1.686  0.26
H 1.360 0.972 1.088  0.25
H 2.019 -0.571 0.350  0.41
H -2.192 1.231 0.164  0.53
Al -1.321 -1.551 1.357  0.63
Li 0.497 -2.378 0.775  0.87

The HOMO energy (alpha / beta) comes out at -19.81 / -20.07 eV. The charge is +2. Its expectation value of S² is 0.753. The value obtained for the maximum force is 7.550 eV/Å. Its energy above the lowest of the compared OMol25 structures with the same formula, charge and spin is 1.717 eV. The value obtained for the total energy is -592.2100 Ha. Its spin multiplicity is 2. The value obtained for the HOMO-LUMO gap (alpha / beta) is 9.5 / 6.8 eV.


2.
DFT (the ωB97M-V functional and the def2-TZVPD basis) results for a cluster of 2 separate species, CH7ClN2Si2 in total in a non-equilibrium geometry.

Last column: Mulliken charge in e.
Positions of all 13 atoms, in Å:
H -0.983 2.580 -1.145  0.22
N -1.417 2.088 -0.416  -0.57
Si -1.610 0.511 -0.387  0.48
C -1.305 -0.429 1.250  -0.77
H -1.875 -0.444 -1.458  -0.08
H -1.500 0.211 2.148  0.30
H -1.996 -1.349 1.328  0.25
H -0.255 -0.602 1.274  0.18
Si 2.584 -0.020 -0.500  0.41
N 1.330 -0.996 -0.885  -0.25
Cl 0.922 -2.614 -0.434  -0.08
H 2.108 1.395 -0.436  -0.01
H 3.997 -0.331 -0.338  -0.07

The HOMO energy comes out at -8.86 eV. The charge is 0. The value obtained for the maximum force is 2.897 eV/Å. Its energy above the lowest of the compared OMol25 structures with the same formula, charge and spin is 3.977 eV. The value obtained for the total energy is -1190.8426 Ha. The value obtained for the HOMO-LUMO gap is 7.9 eV. As for the structure (SMILES): [H]/N=[SiH]/C.[SiH2]=NCl.


3.
DFT (the ωB97M-V functional and the def2-TZVPD basis) results for a structure of composition C20H41N2P3RuSe in a non-equilibrium geometry.

Last column: Mulliken charge in e.
Positions of all 68 atoms, in Å:
Ru -0.896 0.335 -0.291  -0.08
P -2.139 0.049 1.525  0.64
P -0.061 2.341 0.398  1.43
P -0.401 -1.893 -0.591  1.21
H 2.701 1.435 -1.711  0.11
C 2.227 0.787 -2.450  -1.44
C 1.000 0.289 -2.227  -0.16
H 0.394 0.792 -1.394  0.62
C -1.462 -0.454 3.168  -1.31
C -3.171 1.518 1.864  -1.24
C -3.403 -1.260 1.303  -1.49
C 1.474 2.994 -0.411  -1.44
C -1.224 3.633 -0.177  -1.47
C 0.308 2.895 2.105  -1.24
C 0.878 -2.609 -1.720  -1.32
C -1.822 -2.736 -1.395  -1.46
C -0.061 -2.995 0.862  -1.24
H 2.778 0.604 -3.389  0.35
H 0.491 -0.338 -2.972  0.91
H -2.300 -0.711 3.839  0.53
H -0.876 0.355 3.629  0.28
H -0.809 -1.338 3.093  0.37
H -3.904 1.201 2.615  0.55
H -3.662 1.806 0.931  0.31
H -2.542 2.333 2.236  0.36
H -4.069 -1.198 2.175  0.63
H -2.921 -2.240 1.255  0.38
H -3.953 -1.070 0.380  0.33
H 1.586 4.068 -0.222  0.54
H 1.399 2.852 -1.490  0.49
H 2.366 2.486 -0.021  0.29
H -0.962 4.621 0.240  0.52
H -2.242 3.377 0.136  0.27
H -1.208 3.693 -1.277  0.35
H 0.333 4.000 2.085  0.53
H 1.291 2.516 2.432  0.32
H -0.464 2.573 2.817  0.31
H 0.876 -3.711 -1.613  0.54
H 1.895 -2.267 -1.484  0.25
H 0.653 -2.392 -2.778  0.45
H -1.618 -3.814 -1.475  0.45
H -1.961 -2.308 -2.396  0.35
H -2.733 -2.597 -0.809  0.38
H 0.134 -3.993 0.450  0.54
H -0.931 -3.043 1.528  0.38
H 0.837 -2.672 1.408  0.33
C 3.484 -1.056 1.772  0.16
C 3.532 -0.818 0.378  0.61
C 4.664 -1.255 -0.323  -0.45
C 5.631 -2.045 0.327  -0.52
C 5.610 -2.156 1.721  -0.60
C 4.522 -1.707 2.446  -0.67
Se 2.109 -0.457 2.942  0.31
H 1.118 -0.860 1.884  -0.31
H 2.714 -0.317 -0.169  0.12
H 4.795 -0.976 -1.383  0.43
H 6.448 -2.505 -0.232  0.43
H 6.434 -2.598 2.251  0.43
H 4.415 -1.851 3.520  0.43
N -3.996 1.147 -2.879  -0.02
C -2.990 1.421 -3.801  -0.77
C -1.819 1.342 -3.111  -0.81
N -2.110 0.952 -1.799  0.99
C -3.432 0.868 -1.688  -0.67
H -4.996 1.180 -3.013  0.27
H -3.178 1.599 -4.839  0.43
H -0.805 1.533 -3.409  0.60
H -3.977 0.645 -0.780  0.18

The HOMO energy (alpha / beta) comes out at -14.76 / -18.11 eV. The charge is +3. Its expectation value of S² is 8.781. The value obtained for the maximum force is 3.917 eV/Å. Its energy above the lowest of the compared OMol25 structures with the same formula, charge and spin is 0.000 eV. The value obtained for the total energy is -4415.4389 Ha. Its spin multiplicity is 6. The value obtained for the HOMO-LUMO gap (alpha / beta) is 6.6 / 5.8 eV.


4.
DFT (the ωB97M-V functional and the def2-TZVPD basis) results for a structure of composition C38H39BN3P2Ti in a non-equilibrium geometry.

Last column: Mulliken charge in e.
Positions of all 84 atoms, in Å:
Ti -0.470 -0.369 1.246  -0.17
C -1.568 -0.458 3.664  -0.13
C -1.907 0.775 3.100  -0.71
C -3.191 0.973 2.581  -0.15
C -4.109 -0.060 2.584  -0.71
C -3.756 -1.303 3.111  -0.51
C -2.497 -1.498 3.657  -0.71
H -0.647 -0.571 4.216  0.72
H -1.249 1.628 3.215  0.68
H -3.474 1.951 2.214  0.58
H -5.106 0.100 2.194  0.46
H -4.483 -2.106 3.131  0.48
H -2.247 -2.446 4.116  0.49
C 1.587 2.475 -0.475  -1.50
N 0.647 1.492 -1.088  0.96
P 0.995 -0.202 -0.850  0.70
C 0.482 -0.998 -2.389  1.14
C 0.518 -0.315 -3.600  -0.89
C 0.254 -0.994 -4.778  -0.76
C -0.038 -2.355 -4.751  -0.66
C -0.076 -3.037 -3.543  -0.73
C 0.183 -2.357 -2.359  -0.64
C 2.797 -0.353 -0.947  1.01
C 3.486 0.300 -1.975  -0.30
C 4.848 0.107 -2.125  -0.78
C 5.531 -0.751 -1.267  -0.68
C 4.852 -1.412 -0.258  -0.77
C 3.485 -1.210 -0.097  -0.54
P -0.949 1.709 -0.410  0.41
C -1.557 3.271 -1.060  0.93
C -0.893 3.946 -2.078  -0.40
C -1.470 5.084 -2.627  -0.91
C -2.697 5.539 -2.165  -0.57
C -3.367 4.851 -1.158  -0.79
C -2.796 3.719 -0.601  -0.18
C -1.962 0.459 -1.260  0.31
C -2.280 0.484 -2.615  -0.49
C -3.040 -0.539 -3.156  -0.81
C -3.495 -1.588 -2.355  -0.98
C -3.221 -1.607 -0.996  -0.75
C -2.464 -0.575 -0.468  1.20
H 2.562 2.032 -0.300  0.48
H 1.208 2.859 0.480  0.44
H 1.716 3.328 -1.136  0.35
H 0.740 0.746 -3.623  0.28
H 0.279 -0.464 -5.723  0.47
H -0.235 -2.883 -5.676  0.43
H -0.294 -4.097 -3.521  0.52
H 0.157 -2.896 -1.421  0.34
H 2.959 0.953 -2.660  0.34
H 5.379 0.615 -2.920  0.47
H 6.593 -0.914 -1.400  0.43
H 5.380 -2.095 0.397  0.49
H 2.959 -1.752 0.671  0.38
H 0.054 3.584 -2.456  0.26
H -0.962 5.610 -3.425  0.45
H -3.134 6.433 -2.589  0.41
H -4.334 5.194 -0.815  0.44
H -3.319 3.182 0.182  0.26
H -1.928 1.296 -3.243  0.58
H -3.288 -0.521 -4.211  0.50
H -4.091 -2.380 -2.791  0.46
H -3.609 -2.396 -0.363  0.65
H -2.367 -0.512 0.618  -0.72
B -1.597 -4.682 0.573  0.49
C -1.032 -3.326 0.947  -0.06
N -0.625 -2.257 1.216  -0.42
H -2.498 -4.887 1.368  -0.05
H -1.998 -4.534 -0.569  -0.04
H -0.697 -5.491 0.650  -0.05
C 4.485 -0.021 5.165  -1.54
C 3.359 -0.085 4.180  0.89
C 2.895 -1.299 3.670  -0.95
C 1.834 -1.328 2.796  -0.88
N 1.199 -0.205 2.392  1.37
C 1.647 0.969 2.877  -0.27
C 2.702 1.067 3.750  -1.14
H 5.140 -0.886 5.078  0.40
H 4.078 -0.015 6.180  0.30
H 5.071 0.888 5.043  0.43
H 3.364 -2.232 3.957  0.49
H 1.459 -2.264 2.420  0.68
H 1.128 1.859 2.547  0.31
H 3.006 2.044 4.106  0.48

The HOMO energy (alpha / beta) comes out at -13.97 / -13.97 eV. The charge is +2. Its expectation value of S² is 0.756. The value obtained for the maximum force is 1.312 eV/Å. Its energy above the lowest of the compared OMol25 structures with the same formula, charge and spin is 2.151 eV. The value obtained for the total energy is -3192.2396 Ha. Its spin multiplicity is 2. The value obtained for the HOMO-LUMO gap (alpha / beta) is 7.0 / 7.3 eV.


5.
DFT (the ωB97M-V functional and the def2-TZVPD basis) results for a structure of composition C28H23AsF6NO5S2TcTe in a non-equilibrium geometry.

Last column: Mulliken charge in e.
Positions of all 68 atoms, in Å:
Tc 0.502 -1.340 0.569  0.91
F 5.034 -0.973 -1.079  -0.16
C 4.598 -0.833 0.151  0.60
F 5.564 -0.875 1.025  -0.16
F 3.893 0.282 0.272  -0.08
S 3.436 -2.264 0.456  1.16
O 2.166 -1.891 -0.373  -0.48
O 4.003 -3.486 0.049  -0.49
N 3.063 -2.034 1.975  -0.37
S 1.707 -2.647 2.470  1.27
O 0.738 -1.521 2.700  -0.70
O 1.028 -3.482 1.454  -0.48
C 2.036 -3.624 4.072  0.64
F 0.858 -3.987 4.504  -0.14
F 2.772 -4.638 3.719  -0.13
F 2.645 -2.819 4.895  -0.12
C -2.030 -4.098 0.647  -0.71
Te -1.016 -3.028 -0.911  0.35
C -2.844 -1.919 -0.942  -0.64
C -3.844 -3.018 -0.681  0.47
C -5.134 -2.977 -1.186  -0.82
C -6.023 -3.998 -0.885  -0.63
C -5.621 -5.068 -0.098  -0.62
C -4.325 -5.127 0.393  -0.86
C -3.438 -4.100 0.111  0.55
H -1.907 -3.551 1.582  0.39
H -1.580 -5.085 0.728  0.64
H -2.959 -1.453 -1.919  0.64
H -2.806 -1.159 -0.160  0.34
H -5.449 -2.154 -1.816  0.46
H -7.030 -3.973 -1.278  0.43
H -6.317 -5.866 0.116  0.43
H -4.010 -5.973 0.991  0.47
O 0.028 0.257 -0.031  -0.27
As 0.500 2.050 -0.455  1.62
C 1.683 2.541 0.905  0.39
C 1.318 2.329 2.240  -0.28
C 2.177 2.750 3.238  -0.90
C 3.367 3.395 2.903  -0.55
C 3.713 3.615 1.577  -0.75
C 2.877 3.179 0.562  -0.40
C -1.154 2.904 -0.344  0.33
C -1.252 4.070 0.419  -0.33
C -2.448 4.771 0.425  -0.81
C -3.526 4.304 -0.311  -0.48
C -3.423 3.138 -1.072  -0.78
C -2.236 2.438 -1.103  -0.38
C 1.218 1.946 -2.183  0.45
C 1.883 0.822 -2.674  -0.39
C 2.426 0.873 -3.945  -0.81
C 2.318 2.036 -4.704  -0.54
C 1.658 3.151 -4.206  -0.76
C 1.088 3.112 -2.943  -0.55
H 0.370 1.867 2.493  0.53
H 1.918 2.599 4.277  0.48
H 4.025 3.737 3.691  0.46
H 4.634 4.128 1.335  0.48
H 3.144 3.333 -0.477  0.50
H -0.409 4.424 1.001  0.45
H -2.537 5.681 1.002  0.45
H -4.458 4.853 -0.303  0.44
H -4.272 2.798 -1.649  0.45
H -2.138 1.556 -1.726  0.43
H 1.986 -0.076 -2.075  0.48
H 2.938 0.011 -4.350  0.48
H 2.751 2.069 -5.695  0.44
H 1.576 4.047 -4.806  0.45
H 0.548 3.973 -2.566  0.49

The HOMO energy (alpha / beta) comes out at -16.54 / -16.56 eV. The charge is +3. Its expectation value of S² is 0.787. The value obtained for the maximum force is 1.020 eV/Å. Its energy above the lowest of the compared OMol25 structures with the same formula, charge and spin is 0.000 eV. The value obtained for the total energy is -5490.7596 Ha. Its spin multiplicity is 2. The value obtained for the HOMO-LUMO gap (alpha / beta) is 5.1 / 5.4 eV.


6.
DFT (the ωB97M-V functional and the def2-TZVPD basis) results for the molecule C3HF in a non-equilibrium geometry.

Last column: Mulliken charge in e.
Positions of all 5 atoms, in Å:
C -1.139 -1.121 1.251  -0.37
C -0.432 -0.552 0.415  0.26
C 0.196 0.145 -0.436  0.06
F 1.528 0.673 0.051  -0.23
H -0.152 0.855 -1.281  0.27

The HOMO energy comes out at -11.35 eV. The charge is 0. The value obtained for the maximum force is 6.772 eV/Å. Its energy above the lowest of the compared OMol25 structures with the same formula, charge and spin is 0.569 eV. The value obtained for the total energy is -214.5643 Ha. The value obtained for the HOMO-LUMO gap is 9.0 eV.